w | {
  "formula": "C3H3I2N",
  "method": "ωB97M-V/def2-TZVPD",
  "species": ["C", "C", "C", "N", "I", "I", "H", "H", "H"],
  "xyz": [[-1.629, 0.004, -0.797], [-0.475, 0.361, -0.756], [0.937, 0.723, -0.507], [1.735, 0.080, 0.498], [0.987, -1.522, 1.279], [-1.375, -1.824, 3.331], [-2.587, -0.299, -1.221], [1.000, 1.976, -0.385], [1.407, 0.501, -1.443]],
  "lowdin_charge": [0.09, -0.23, -0.45, -0.53, 0.87, -0.08, 0.05, 0.18, 0.09],
  "homo_ev": [-9.15, -9.19],
  "lumo_energy_ha": [-0.0581, -0.0960],
  "spin_multiplicity": 1,
  "gap_ev": [7.573, 6.583]
}


x | {
  "formula": "C3H3I2N",
  "method": "ωB97M-V/def2-TZVPD",
  "species": ["C", "C", "C", "N", "I", "I", "H", "H", "H"],
  "xyz": [[-1.152, -1.719, -1.207], [-0.149, 0.395, -0.168], [-0.045, -1.008, -0.715], [-1.962, -2.386, -1.711], [-1.635, 0.700, 1.383], [1.667, -1.176, -1.835], [0.833, 0.825, 0.215], [-0.334, 1.008, -0.990], [0.614, -2.300, 0.750]],
  "lowdin_charge": [-0.40, -0.78, -0.95, 0.18, 0.74, 0.93, 0.05, 0.02, 0.21],
  "homo_ev": [-9.86, -9.36],
  "lumo_energy_ha": [-0.0638, -0.0447],
  "spin_multiplicity": 1,
  "gap_ev": [8.127, 8.142]
}


Relative energies, in kJ/mol, with the most stable structure set to zero: w 75.1; x 0.0.


w | {
  "formula": "C3H5FS",
  "method": "ωB97M-V/def2-TZVPD",
  "species": ["F", "C", "C", "C", "S", "H", "H", "H", "H", "H"],
  "xyz": [[-0.756, -1.170, -1.819], [-0.758, -0.869, -0.425], [-0.163, 0.447, -0.103], [1.198, 0.702, 0.503], [-0.298, 1.023, 1.510], [-0.220, -1.616, 0.011], [-1.932, -1.156, -0.209], [-0.624, 1.219, -0.630], [1.819, -0.138, 0.955], [1.734, 1.557, 0.207]],
  "lowdin_charge": [-0.10, -0.20, -0.68, -0.33, 0.83, 0.07, 0.18, 0.08, 0.10, 0.05],
  "smiles": "FC[C@@H]1CS1",
  "homo_ev": -9.07,
  "lumo_energy_ha": 0.0316,
  "spin_multiplicity": 1,
  "gap_ev": 9.934
}


x | {
  "formula": "C3H5FS",
  "method": "ωB97M-V/def2-TZVPD",
  "species": ["F", "C", "C", "C", "S", "H", "H", "H", "H", "H"],
  "xyz": [[-2.853, -0.585, -0.430], [-1.562, -0.714, -0.105], [-0.813, 0.303, -0.024], [0.618, -0.073, 0.321], [2.053, 0.528, -0.807], [-1.074, -1.814, -0.102], [-0.977, 1.353, -0.021], [1.157, 0.142, 1.430], [0.963, -1.165, 0.130], [2.487, 2.027, -0.392]],
  "lowdin_charge": [0.02, -0.21, -0.17, -0.57, 0.50, 0.17, 0.11, 0.12, 0.05, -0.04],
  "smiles": "F/C=C/CS",
  "homo_ev": -9.20,
  "lumo_energy_ha": 0.0220,
  "spin_multiplicity": 1,
  "gap_ev": 9.799
}


Relative energies, in kJ/mol, with the most stable structure set to zero: w 0.0; x 119.0.


w | {
  "formula": "C3H5FS",
  "method": "ωB97M-V/def2-TZVPD",
  "species": ["F", "C", "C", "C", "S", "H", "H", "H", "H", "H"],
  "xyz": [[1.323, -0.786, 0.674], [0.469, 0.292, 0.995], [-0.471, 0.512, -0.131], [-0.277, -0.652, -1.028], [0.172, 1.074, -1.566], [1.118, 1.328, 1.126], [-0.008, -0.118, 1.948], [-1.524, 0.783, 0.166], [0.518, -1.387, -0.739], [-1.320, -1.047, -1.445]],
  "lowdin_charge": [-0.13, -0.23, -0.81, -0.34, 0.87, 0.16, 0.14, 0.13, 0.09, 0.12],
  "smiles": "FC[C@@H]1CS1",
  "homo_ev": -9.01,
  "lumo_energy_ha": 0.0316,
  "spin_multiplicity": 1,
  "gap_ev": 9.873
}


x | {
  "formula": "C3H5FS",
  "method": "ωB97M-V/def2-TZVPD",
  "species": ["C", "C", "S", "C", "F", "H", "H", "H", "H", "H"],
  "xyz": [[0.955, -0.738, -0.304], [-0.337, -0.504, 0.356], [-1.347, -1.436, 1.262], [-0.725, 0.943, 0.115], [0.022, 1.493, -1.001], [1.503, 0.174, 0.002], [0.826, -0.695, -1.347], [1.385, -1.684, 0.103], [-1.824, 0.969, -0.223], [-0.457, 1.479, 1.037]],
  "lowdin_charge": [-0.10, -0.83, 0.70, -0.20, -0.12, 0.10, 0.08, 0.10, 0.14, 0.13],
  "smiles": "CC(=S)CF",
  "homo_ev": -8.99,
  "lumo_energy_ha": -0.0107,
  "spin_multiplicity": 1,
  "gap_ev": 8.704
}


Relative energies, in kJ/mol, with the most stable structure set to zero: w 105.9; x 0.0.


w | {
  "formula": "CH12NO3",
  "method": "ωB97M-V/def2-TZVPD",
  "species": ["C", "N", "H", "H", "H", "H", "H", "H", "H", "H", "O", "H", "H", "O", "H", "H", "O"],
  "xyz": [[-1.918, -0.371, 0.947], [-0.596, 0.083, 0.395], [-1.802, -1.351, 1.393], [-2.167, 0.301, 1.767], [-2.684, -0.253, 0.192], [-0.259, -0.606, -0.279], [0.000, 0.154, 1.218], [-0.622, 1.007, -0.063], [0.497, -1.265, -2.349], [-0.943, -1.209, -2.933], [-0.374, -0.914, -2.210], [1.446, 2.185, 0.499], [0.589, 3.351, -0.099], [0.558, 2.451, 0.209], [2.178, -2.002, 0.334], [2.333, -1.369, 1.680], [1.960, -1.178, 0.812]],
  "lowdin_charge": [0.00, 0.10, 0.10, 0.10, 0.10, 0.09, 0.13, 0.12, 0.05, 0.08, -0.03, 0.07, 0.06, -0.04, 0.07, 0.06, -0.05],
  "homo_ev": -15.90,
  "lumo_energy_ha": -0.1133,
  "charge": 1,
  "spin_multiplicity": 1,
  "gap_ev": 12.820
}


x | {
  "formula": "CH12NO3",
  "method": "ωB97M-V/def2-TZVPD",
  "species": ["C", "N", "H", "H", "H", "H", "H", "H", "H", "H", "O", "H", "H", "O", "H", "H", "O"],
  "xyz": [[0.722, -1.238, -1.039], [0.027, -0.079, -0.381], [1.768, -1.403, -0.516], [0.123, -2.185, -1.203], [1.030, -0.922, -2.051], [0.267, 0.952, -0.631], [0.047, -0.109, 0.653], [-1.047, -0.093, -0.792], [1.403, 2.387, -1.817], [0.400, 3.333, -1.325], [0.461, 2.406, -1.577], [-1.990, -1.998, 1.236], [-3.179, -1.755, 0.185], [-2.324, -1.494, 0.414], [0.131, 1.132, 3.225], [1.460, 0.246, 3.064], [0.702, 0.819, 2.558]],
  "lowdin_charge": [-0.06, 0.06, 0.13, 0.11, 0.09, 0.11, 0.10, 0.21, 0.08, 0.08, -0.04, 0.11, 0.01, -0.06, 0.01, 0.15, -0.09],
  "homo_ev": -15.53,
  "lumo_energy_ha": -0.1117,
  "charge": 1,
  "spin_multiplicity": 1,
  "gap_ev": 12.491
}


y | {
  "formula": "CH12NO3",
  "method": "ωB97M-V/def2-TZVPD",
  "species": ["C", "N", "H", "H", "H", "H", "H", "H", "H", "H", "O", "H", "H", "O", "H", "H", "O"],
  "xyz": [[-0.348, -1.278, -1.363], [0.197, -0.336, -0.318], [-0.595, -2.281, -1.051], [-1.409, -0.968, -1.552], [0.400, -1.203, -2.125], [1.202, -0.112, -0.522], [0.267, -0.563, 0.641], [-0.424, 0.427, -0.347], [-3.179, 1.178, -1.529], [-2.506, 1.967, -0.434], [-2.318, 1.173, -1.088], [0.095, -1.341, 3.317], [0.580, 0.045, 3.078], [0.038, -0.655, 2.615], [2.217, 1.950, 0.096], [3.359, 1.004, 0.360], [2.423, 0.992, 0.223]],
  "lowdin_charge": [0.00, 0.14, 0.09, 0.10, 0.10, 0.12, 0.08, 0.09, 0.05, 0.13, -0.10, 0.08, 0.09, -0.08, 0.10, 0.06, -0.04],
  "homo_ev": -15.63,
  "lumo_energy_ha": -0.1119,
  "charge": 1,
  "spin_multiplicity": 1,
  "gap_ev": 12.588
}


Relative energies, in kJ/mol, with the most stable structure set to zero: w 0.0; x 96.3; y 57.8.